No. 1
# C28H56ClIO8S

A 3-piece molecular cluster, C28H56ClIO8S overall in a non-equilibrium geometry (the ωB97M-V functional and the def2-TZVPD basis, the Open Molecules 2025 dataset).

Geometry as XYZ:
```
95
Properties=species:S:1:pos:R:3:forces:R:3:lowdin_charge:R:1
C 8.744 -1.990 3.015 -0.12 0.23 -0.30 -0.112
O 8.542 -1.610 1.667 -0.07 0.01 0.33 -0.202
C 7.171 -1.571 1.322 -0.10 -0.06 -0.84 -0.231
C 6.706 -0.190 0.825 0.32 0.15 0.58 -0.159
C 7.561 0.999 1.318 -1.15 0.47 -0.03 -0.186
C 6.652 2.083 1.927 0.61 -0.01 -0.33 -0.221
C 5.798 2.825 0.888 -0.38 -0.71 0.52 -0.212
C 4.369 2.995 1.392 -0.03 0.27 -0.19 -0.225
C 3.471 3.804 0.435 0.29 -0.53 0.39 -0.201
C 2.586 2.897 -0.445 0.32 0.81 0.53 -0.207
C 1.138 2.870 0.058 0.48 -0.45 -0.69 -0.196
C 0.373 1.619 -0.425 0.24 0.29 0.67 -0.189
C -0.272 0.811 0.725 0.04 0.12 -0.65 -0.161
C -1.703 0.313 0.436 0.54 -0.02 0.35 -0.155
C -2.746 1.205 1.113 -0.23 -0.32 -0.03 -0.235
C -2.905 2.528 0.362 0.67 0.22 -0.20 -0.116
O -4.177 2.678 -0.300 -0.10 -0.40 0.28 -0.183
S -5.415 2.803 0.669 -1.60 0.70 0.01 0.613
O -6.554 2.399 -0.087 0.26 -0.59 -0.49 -0.286
O -5.528 4.091 1.266 0.77 0.10 0.31 -0.226
C -5.084 1.521 1.975 0.42 -0.14 -0.20 -0.691
Cl -6.673 0.807 2.298 -0.02 -0.15 0.20 0.763
C -4.664 2.171 3.293 -0.21 1.05 0.22 -0.261
O -3.670 3.155 3.109 0.30 -0.46 0.01 -0.214
C -3.310 3.789 4.320 -0.12 0.27 0.06 -0.066
C -4.082 0.463 1.431 0.25 -0.19 -0.24 -0.416
C -3.763 -0.568 2.523 0.04 0.71 0.39 -0.031
C -4.661 -0.243 0.159 -0.56 -0.24 -0.07 -0.136
C -5.008 -1.721 0.315 1.59 -2.28 -0.01 -0.756
O -4.218 -2.650 0.282 -1.69 2.45 0.06 -0.024
I -7.118 -2.277 0.535 0.39 0.15 -0.14 0.780
H 8.164 -1.361 3.695 -0.14 0.04 0.07 0.085
H 8.449 -3.030 3.154 0.12 -0.14 0.20 0.087
H 9.790 -1.836 3.253 0.21 -0.19 -0.06 0.086
H 6.529 -1.908 2.133 0.14 0.04 0.38 0.111
H 7.016 -2.287 0.513 0.00 -0.14 -0.03 0.116
H 6.634 -0.174 -0.257 0.08 -0.08 -0.18 0.104
H 5.697 -0.038 1.205 -0.24 -0.07 -0.11 0.099
H 8.040 1.443 0.450 0.60 -0.03 0.10 0.110
H 8.277 0.715 2.079 0.33 -0.24 -0.20 0.099
H 6.029 1.593 2.674 -0.21 0.08 0.13 0.105
H 7.275 2.806 2.452 0.01 0.08 0.18 0.106
H 6.234 3.793 0.659 0.07 0.11 -0.14 0.111
H 5.764 2.227 -0.024 0.05 0.13 -0.24 0.109
H 3.943 2.001 1.532 -0.10 -0.13 0.11 0.103
H 4.398 3.447 2.384 0.02 0.15 0.10 0.109
H 4.133 4.412 -0.178 -0.09 0.27 -0.09 0.101
H 2.856 4.459 1.048 -0.17 0.27 -0.21 0.101
H 2.635 3.290 -1.457 -0.16 -0.34 -0.32 0.109
H 3.022 1.900 -0.412 -0.05 -0.19 -0.28 0.102
H 1.176 2.918 1.144 -0.21 0.02 0.16 0.102
H 0.671 3.770 -0.331 -0.26 0.23 0.31 0.110
H -0.361 1.902 -1.174 -0.14 -0.05 -0.12 0.097
H 1.086 0.969 -0.917 -0.05 -0.14 -0.30 0.086
H -0.260 1.395 1.642 -0.10 0.16 0.13 0.101
H 0.386 -0.032 0.919 -0.05 -0.23 0.07 0.107
H -1.844 0.274 -0.642 -0.11 -0.03 -0.16 0.111
H -1.761 -0.709 0.798 -0.28 -0.11 0.04 0.102
H -2.328 1.459 2.081 -0.04 0.09 0.21 0.127
H -2.169 2.555 -0.430 -0.11 0.12 -0.33 0.117
H -2.723 3.400 0.980 -0.17 0.01 0.25 0.129
H -5.555 2.644 3.709 -0.13 0.06 0.00 0.118
H -4.323 1.442 4.027 -0.09 -0.36 -0.13 0.124
H -2.230 3.785 4.430 0.14 -0.10 0.01 0.091
H -3.649 4.824 4.327 -0.09 0.12 -0.15 0.095
H -3.770 3.303 5.178 0.06 -0.18 0.14 0.089
H -4.663 -0.924 3.020 -0.11 -0.33 -0.17 0.087
H -3.172 -0.068 3.285 0.13 -0.06 0.16 0.091
H -3.156 -1.381 2.153 -0.15 -0.26 -0.13 0.081
H -3.956 -0.209 -0.666 0.27 -0.08 0.01 0.125
H -5.555 0.254 -0.204 -0.13 0.13 0.07 0.074
C -1.413 -2.780 -1.683 -0.07 0.10 -0.04 -0.050
C -0.420 -2.135 -2.637 0.13 -0.51 0.25 -0.485
C 0.254 -3.171 -3.522 0.08 0.09 -0.14 -0.050
O 0.563 -1.410 -1.894 -0.10 0.27 -0.10 -0.055
H -0.906 -3.484 -1.016 0.02 -0.06 -0.08 0.092
H -1.888 -2.030 -1.056 -0.07 -0.01 -0.02 0.042
H -2.192 -3.320 -2.224 -0.01 -0.02 0.04 0.072
H -0.936 -1.403 -3.261 0.09 0.12 0.05 0.140
H 0.815 -3.890 -2.919 -0.10 -0.03 0.07 0.085
H 0.964 -2.696 -4.199 -0.05 0.02 -0.04 0.084
H -0.480 -3.717 -4.117 0.03 0.00 -0.03 0.059
H 1.030 -2.042 -1.338 0.02 -0.05 0.00 0.090
C -3.340 -3.490 -5.636 0.10 0.08 -0.15 -0.061
C -3.478 -4.986 -5.876 -0.03 0.14 0.54 -0.494
C -4.556 -5.592 -4.990 -0.04 -0.14 -0.08 -0.061
O -2.230 -5.638 -5.637 0.02 -0.03 -0.30 -0.056
H -3.050 -3.292 -4.599 -0.10 -0.05 0.04 0.061
H -2.562 -3.070 -6.274 -0.03 -0.02 -0.04 0.082
H -4.276 -2.967 -5.837 0.00 0.01 0.03 0.081
H -3.721 -5.166 -6.923 0.12 -0.08 -0.03 0.137
H -4.304 -5.460 -3.934 -0.01 0.10 -0.01 0.079
H -4.641 -6.664 -5.172 -0.01 0.01 -0.04 0.080
H -5.527 -5.130 -5.173 0.00 0.01 0.03 0.080
H -1.997 -5.496 -4.715 -0.01 -0.03 0.05 0.071
```
Forces are in eV/Å.

Properties
- max |F| (Eh/bohr) = 0.058
- electronic energy (Eh) = -2858.366965
- HOMO-LUMO gap (eV) = 9.81
- E_HOMO (eV) = -9.54
- charge = 0
- E_LUMO (eV) = 0.3
- SMILES = COCCCCCCCCCCCC[C@H]1COS(=O)(=O)[C@](Cl)(COC)[C@@]1(C)CC(=O)I.CC(C)O.CC(C)O

---

No. 2
# C28H57AuGeN2S3Si3

C28H57AuGeN2S3Si3 as an isolated structure (the ωB97M-V functional and the def2-TZVPD basis, the Open Molecules 2025 dataset).

Geometry as XYZ:
```
95
Properties=species:S:1:pos:R:3:forces:R:3:lowdin_spin:R:1
Au -0.789 -0.551 0.044 0.07 -0.02 0.02 0.024
C 2.512 -0.192 5.087 0.03 0.03 0.02 0.000
C 1.013 -0.458 5.000 0.04 -0.01 -0.04 0.001
S 0.371 -0.892 3.372 -0.13 -0.07 0.04 0.002
C 1.232 -2.434 2.997 0.01 0.00 0.04 0.001
C 2.614 -2.329 2.337 0.03 0.00 -0.02 0.000
S 2.704 -1.049 1.058 0.00 0.01 -0.01 0.003
C 4.141 -0.037 1.530 -0.01 -0.02 -0.02 0.001
C 4.410 0.242 3.006 0.00 0.01 0.03 0.000
S 3.109 1.089 3.944 0.01 -0.04 0.04 0.000
H 3.080 -1.106 4.918 0.00 0.00 -0.01 0.000
H 2.743 0.137 6.102 0.01 -0.02 0.00 0.000
H 0.456 0.442 5.268 -0.01 -0.01 -0.02 0.001
H 0.741 -1.235 5.718 0.01 0.01 0.01 0.000
H 0.557 -2.980 2.334 -0.02 0.04 0.00 0.000
H 1.307 -3.030 3.911 0.00 -0.02 -0.03 0.000
H 2.864 -3.292 1.889 0.01 0.00 0.02 0.000
H 3.379 -2.124 3.080 0.00 0.02 -0.01 0.000
H 3.966 0.905 1.007 0.01 -0.01 0.00 0.000
H 5.042 -0.483 1.104 0.00 0.00 0.00 0.000
H 5.288 0.889 3.044 0.00 0.00 0.00 0.000
H 4.691 -0.662 3.545 -0.01 0.01 -0.01 0.000
N -1.034 -3.575 -0.141 0.21 -0.17 0.03 -0.006
C -0.742 -2.464 -0.228 -0.40 0.42 0.04 -0.009
H -1.302 -4.535 -0.054 0.04 -0.01 -0.02 0.000
C 3.083 0.778 -2.383 -0.02 -0.02 0.00 0.000
Si 1.399 1.132 -3.113 0.03 0.01 0.12 -0.008
C 1.442 1.130 -4.989 0.01 -0.04 0.02 -0.004
C 0.702 2.766 -2.563 -0.02 0.01 -0.04 0.000
Ge -0.122 -0.665 -2.528 0.02 -0.13 -0.28 -0.046
Si 0.751 -2.807 -3.255 0.04 0.03 0.02 -0.006
C 1.249 -2.540 -5.043 0.04 -0.01 0.03 -0.003
C -0.508 -4.204 -3.227 0.00 0.03 -0.05 0.000
C 2.246 -3.248 -2.220 -0.04 -0.01 0.00 0.000
Si -2.429 -0.232 -3.097 -0.03 -0.02 0.09 -0.005
C -3.538 -1.505 -2.280 0.04 0.02 0.01 0.000
C -2.893 1.491 -2.536 0.02 -0.01 0.01 0.002
C -2.481 -0.399 -4.964 -0.03 0.00 0.03 -0.003
H 3.727 1.656 -2.473 0.00 0.00 -0.01 0.000
H 3.573 -0.051 -2.898 -0.01 -0.01 0.01 0.000
H 3.008 0.515 -1.326 -0.01 0.03 -0.01 0.000
H 2.137 1.917 -5.295 -0.02 0.01 0.00 -0.001
H 0.467 1.373 -5.416 0.00 0.00 0.02 0.000
H 1.786 0.198 -5.431 0.01 0.02 0.00 0.000
H 1.455 3.550 -2.679 0.00 -0.01 -0.01 0.000
H 0.395 2.746 -1.524 -0.01 0.02 0.07 0.000
H -0.164 3.043 -3.166 0.00 -0.01 -0.01 0.000
H 0.423 -2.190 -5.666 0.00 0.01 0.01 0.000
H 1.591 -3.494 -5.453 -0.02 0.00 0.00 0.000
H 2.073 -1.833 -5.135 0.00 -0.03 0.01 0.000
H -1.515 -3.872 -3.484 0.00 0.00 0.00 0.000
H -0.544 -4.710 -2.264 0.01 -0.03 -0.06 0.000
H -0.209 -4.948 -3.969 0.00 0.01 0.00 0.000
H 3.039 -2.506 -2.332 -0.01 0.00 0.00 0.000
H 2.645 -4.219 -2.525 0.00 0.00 -0.01 0.000
H 2.009 -3.298 -1.155 0.00 -0.01 0.00 0.000
H -3.471 -1.444 -1.191 -0.02 0.00 0.00 0.000
H -3.291 -2.524 -2.586 0.01 0.00 0.00 0.000
H -4.580 -1.318 -2.552 0.01 0.00 -0.02 0.000
H -2.508 1.707 -1.536 -0.02 -0.01 -0.01 0.002
H -3.981 1.593 -2.502 0.00 0.00 -0.02 0.000
H -2.508 2.250 -3.218 0.02 0.00 0.00 0.000
H -2.220 -1.408 -5.290 0.00 0.00 0.01 0.000
H -1.804 0.303 -5.455 0.00 0.00 0.01 0.000
H -3.492 -0.186 -5.321 0.01 0.00 -0.01 0.000
C 1.434 2.655 0.966 0.00 0.00 -0.03 0.008
C 0.284 3.506 1.513 0.04 0.01 0.01 0.013
C -0.546 4.213 0.438 0.02 -0.02 -0.04 0.008
C -0.630 2.770 2.462 0.02 -0.02 0.00 0.139
C -0.665 3.170 3.781 -0.01 0.00 0.00 -0.011
C -1.567 2.618 4.684 -0.01 0.00 0.00 0.175
C -2.494 1.673 4.249 0.01 -0.03 0.02 -0.009
C -2.493 1.194 2.957 -0.05 0.04 0.04 0.135
C -3.628 0.260 2.563 0.02 0.02 0.00 0.013
C -4.338 0.665 1.269 0.02 0.01 0.00 0.008
C -3.258 -1.226 2.571 0.03 0.00 0.00 0.004
C -1.475 1.672 2.037 -0.02 0.03 -0.05 0.065
N -1.315 1.096 0.864 0.15 -0.03 0.08 0.505
H 2.125 3.286 0.399 0.00 0.00 0.00 0.000
H 1.078 1.857 0.318 -0.01 0.00 -0.01 0.000
H 1.978 2.188 1.788 -0.04 0.03 -0.05 0.000
H 0.752 4.293 2.113 -0.01 -0.01 0.00 0.000
H -1.080 3.496 -0.185 -0.02 -0.01 0.00 0.001
H 0.093 4.824 -0.203 0.00 -0.01 -0.02 0.001
H -1.285 4.868 0.900 0.01 0.01 0.00 0.000
H 0.011 3.951 4.110 0.00 0.00 0.00 -0.004
H -1.585 2.960 5.711 0.00 0.00 0.00 0.010
H -3.249 1.315 4.940 0.01 0.00 0.00 -0.003
H -4.361 0.383 3.366 -0.02 -0.02 -0.03 0.000
H -3.675 0.596 0.408 -0.02 -0.03 -0.01 0.002
H -4.703 1.692 1.329 0.02 0.01 -0.01 0.000
H -5.196 0.012 1.099 -0.01 0.01 0.02 0.000
H -2.529 -1.468 1.797 -0.04 -0.01 0.02 -0.004
H -4.155 -1.823 2.392 0.00 -0.01 0.01 0.000
H -2.827 -1.521 3.528 0.01 0.00 0.01 0.000
```
Forces are in eV/Å.

Properties
- max |F| (Eh/bohr) = 0.011
- ⟨S²⟩ = 0.8406
- electronic energy (Eh) = -5486.034828
- ΔE to the lowest compared entry with this formula, charge and spin (eV) = 2.337
- HOMO-LUMO gap (spin up / spin down) (eV) = 5.91 / 5.81
- multiplicity = 2
- E_HOMO (spin up / spin down) (eV) = -9.94 / -9.86
- charge = +1
- E_LUMO (spin up / spin down) (eV) = -4.0 / -4.0